Record 1
Entry from the OMol25 dataset: C50H44N2OReS3Sb as an isolated structure (wB97M-V/def2-TZVPD).

XYZ file:
```
102
Properties=species:S:1:pos:R:3:forces:R:3:mulliken_charge:R:1
H -7.24496 -0.81878 -0.94104 -0.045 0.004 0.009 0.442
C 2.48823 2.68823 1.66929 -0.088 0.016 0.018 -1.307
C -4.40569 -0.84465 -2.77407 -0.011 0.049 0.041 -0.590
H -4.07773 -0.77600 -3.80441 0.007 -0.001 -0.029 0.506
C 0.78147 3.67557 0.01894 0.041 0.201 -0.078 0.105
C 3.33244 -2.00327 4.88079 -0.053 0.016 -0.055 -1.257
O -0.18342 1.61058 0.60441 -0.282 -0.007 -0.094 0.855
H -0.79125 6.50906 -0.97663 -0.004 0.042 0.003 0.461
H 2.92154 -0.89283 -1.01832 0.034 0.012 0.025 0.140
C -5.27867 -1.07066 -0.13374 0.052 -0.023 0.009 -0.694
C 5.16440 -1.93030 -2.24671 0.092 0.000 0.026 -0.543
C -3.92190 -1.14458 -0.41012 -0.070 -0.088 -0.034 -0.281
H 1.58765 3.28345 -4.52183 0.031 0.040 -0.039 0.473
C -0.31166 -0.99170 5.04086 -0.037 0.032 -0.099 0.919
H 5.28185 -2.46242 4.19990 0.030 -0.005 0.008 0.525
H 3.54199 2.42606 1.76161 0.025 -0.011 0.008 0.536
C 0.86750 0.18426 -3.38515 -0.035 -0.032 -0.077 -0.871
S -1.22101 -0.85132 7.65298 -0.073 0.023 -0.001 -0.151
H 3.51254 1.59410 -0.53641 0.040 -0.001 0.010 0.501
H -2.02447 1.87397 -2.73460 -0.052 0.012 0.048 0.506
H 1.91244 1.80851 2.00404 -0.012 -0.028 -0.017 -0.029
C -1.28819 -2.82461 -3.52837 0.036 -0.046 0.021 0.973
S -0.37752 -1.87629 -0.19275 0.202 0.136 0.154 -0.323
C 1.02419 2.48057 -4.06848 0.007 -0.010 -0.019 -0.776
C 2.18818 3.14006 0.23738 -0.023 0.027 -0.037 0.017
H -4.67252 -0.50605 6.71452 -0.050 0.006 0.010 0.414
N 2.37241 -1.03970 0.95964 0.053 0.033 0.042 0.772
H -2.44289 0.76077 1.37947 0.002 -0.002 -0.014 -0.450
H -4.78431 1.96083 -0.02780 -0.028 -0.012 0.014 0.525
C 4.02320 -1.79567 2.55410 -0.064 -0.023 0.054 0.840
C -0.26250 2.71832 -3.61161 -0.039 0.023 0.020 -0.586
H 8.46488 -1.76251 -2.77228 0.092 0.006 -0.032 0.470
H 2.58932 1.03400 -4.33066 0.054 -0.009 -0.024 0.481
H -3.73260 1.52765 2.29348 -0.030 -0.015 0.017 0.568
H -1.11217 -5.81219 -5.92253 0.001 -0.028 -0.022 0.424
C -1.15900 -4.97111 -5.24549 0.008 -0.010 -0.011 -0.558
C -2.88929 -0.66964 7.91910 -0.062 0.005 -0.114 -0.399
C 2.57550 2.08557 -0.80073 0.050 0.121 0.060 -0.314
C -3.81368 2.28922 -0.39741 0.108 -0.013 -0.047 -1.289
H 6.27067 -2.16327 -4.14454 0.005 -0.009 -0.066 0.426
H 3.54738 -2.25618 5.90999 0.003 -0.004 0.024 0.502
H 2.27051 3.47669 2.38871 -0.029 -0.001 0.006 0.412
C -1.78081 4.76534 -0.23292 0.041 0.012 0.044 -0.765
C 4.94310 -1.90748 1.50351 -0.032 0.024 -0.001 -0.713
H 1.29742 -0.81052 -3.32820 0.038 0.007 0.033 0.748
H -3.21199 -1.31197 0.39000 0.012 -0.002 0.002 0.288
H 5.94743 -2.25378 1.71145 0.041 -0.026 0.000 0.570
C -0.53013 -3.78161 -5.58493 0.004 0.050 0.008 -0.735
Re 0.54580 -0.03213 0.85991 -0.049 -0.249 0.174 -0.947
H 2.84270 3.99978 0.07370 0.028 -0.066 -0.039 0.895
H 1.47260 5.57246 -0.67530 0.027 0.025 -0.027 0.519
C -1.93466 -4.01125 -3.18464 0.023 -0.029 -0.037 -0.746
H -2.35824 -6.01488 -3.80414 -0.008 -0.022 0.011 0.433
H 1.11209 -1.67370 6.49594 -0.004 -0.020 0.024 0.503
C 6.30102 -1.97722 -3.08375 0.081 0.019 0.109 -0.605
C 4.29204 -2.11750 3.93472 -0.054 0.032 -0.061 -1.063
C 2.74262 -1.35751 2.22967 -0.024 -0.039 0.030 -0.037
C -0.67050 5.50091 -0.60696 0.012 -0.075 -0.008 -1.490
C 3.25718 -1.16068 -0.02410 0.038 -0.101 -0.006 -0.415
C 4.57355 -1.60108 0.19845 -0.051 -0.017 -0.042 0.801
C -1.86005 -5.08859 -4.05248 -0.029 0.019 0.044 -0.725
C -6.18882 -0.87313 -1.16286 -0.007 0.002 0.002 -0.567
C -0.38083 2.94571 0.28900 0.109 -0.203 0.009 1.687
S 7.18583 -1.54426 -0.72592 0.005 0.006 -0.074 -0.103
C -1.67168 3.46132 0.25077 -0.050 0.128 0.052 -0.378
C -1.00770 1.68805 -3.05281 -0.036 0.012 0.023 -0.599
H -3.98178 3.06433 -1.14341 -0.005 0.051 -0.017 0.523
C 0.94494 -1.42296 5.45573 0.020 -0.003 -0.003 -0.756
C 7.45994 -1.77891 -2.38834 -0.116 -0.029 -0.021 -0.427
H -0.69963 3.70208 -3.70863 -0.019 0.034 0.004 0.510
H -5.62788 -1.17608 0.88347 -0.016 -0.006 0.043 0.474
C -2.94166 2.79220 0.75334 -0.029 0.069 -0.038 0.411
H -3.26745 -0.61213 8.92571 -0.018 0.002 0.062 0.469
C 1.59064 1.21610 -3.95984 -0.028 -0.024 0.017 -1.142
H -1.40506 -0.27644 3.30429 -0.031 0.036 -0.011 -0.123
C -0.58582 -2.69479 -4.72452 -0.064 -0.041 -0.016 -0.393
H -2.06656 2.01131 2.59432 0.037 0.023 0.031 0.523
C 1.74337 -1.22906 3.21992 0.048 -0.066 0.026 0.042
C -2.76778 -0.71385 5.61906 0.033 0.006 0.112 -0.460
C 2.00305 -1.55103 4.54818 0.048 -0.015 -0.041 0.705
H -2.76257 5.21942 -0.27799 -0.032 0.015 -0.011 0.607
H 4.15931 -2.11627 -2.59592 -0.068 0.000 -0.024 0.607
H -0.00613 -3.69505 -6.52638 0.017 0.005 -0.012 0.441
H -0.11872 -1.76161 -5.00786 0.031 0.026 -0.007 0.480
H 2.69469 2.53147 -1.78621 -0.051 -0.018 -0.002 0.443
H -6.47301 -0.61775 -3.27440 -0.030 0.004 -0.031 0.467
C -3.50229 -1.02489 -1.72956 0.034 0.002 0.002 0.580
C -1.43935 -0.84900 5.94682 0.006 -0.018 -0.038 0.281
C -3.60064 -0.61095 6.75272 0.128 -0.016 0.094 -0.585
C -0.43585 0.42616 -2.94201 0.038 -0.035 0.008 0.846
H -3.48573 3.60671 1.24077 -0.014 -0.021 -0.027 0.690
N 0.52457 -0.78282 2.80501 0.193 0.160 -0.301 0.265
H 1.79795 1.31447 -0.92586 -0.025 -0.074 -0.052 -0.777
C 0.60385 4.96683 -0.45412 -0.023 -0.026 0.098 -1.033
H -2.50100 -4.10005 -2.26492 -0.008 -0.005 0.021 0.396
Sb -1.49495 -1.22199 -2.23218 0.028 0.018 0.018 1.684
C -5.75771 -0.76015 -2.47748 0.023 0.010 -0.022 -0.773
C 5.48688 -1.70198 -0.93210 -0.035 0.011 0.051 0.102
C -2.76984 1.70973 1.81634 0.009 -0.042 0.013 -1.270
H -3.14863 -0.71441 4.60891 -0.022 -0.007 -0.071 0.510
H -3.34208 1.43256 -0.88538 -0.025 0.091 -0.001 -0.089
C -0.46786 -0.66122 3.68086 -0.036 -0.027 0.159 -0.162
```
Forces are in eV/Å.

Calculated values
net charge	+3
HOMO energy (spin up / spin down)	-14.85 / -14.86	eV
frontier orbital gap (spin up / spin down)	5.66 / 5.05	eV
2S+1	4

---

Record 2
Entry from the OMol25 dataset: a 2-piece molecular cluster, C2H4N2O2 overall at a distorted geometry (wB97M-V/def2-TZVPD).

XYZ file:
```
10
Properties=species:S:1:pos:R:3:forces:R:3:mulliken_charge:R:1
O -2.00475 -3.08568 2.46726 -0.698 -1.338 2.027 -0.624
C 1.21370 1.96555 -0.30993 0.924 1.631 3.242 -0.286
H 1.16171 0.47573 -2.15769 -0.538 0.194 0.451 0.318
C -1.38580 -1.71711 0.70006 -0.658 -1.791 3.239 -0.276
O 0.44428 0.25273 -1.51745 -0.063 -1.117 -2.921 -0.330
H -1.26476 -1.24258 -0.15097 0.655 2.142 -3.490 0.395
N -1.72600 -2.37839 1.57700 0.746 1.014 -1.783 0.506
H 1.32133 2.17301 0.81945 -0.181 0.592 -2.020 0.209
N 0.53097 0.92858 -0.39705 -0.151 -0.576 1.493 -0.202
H 1.70931 2.62816 -1.03071 -0.037 -0.751 -0.239 0.289
```
Forces are in eV/Å.

Calculated values
net charge	0
HOMO energy	-9.73	eV
frontier orbital gap	10.32	eV
energy above the lowest of the compared OMol25 structures with the same formula, charge and spin	164.55	kcal/mol
2S+1	1

---

The highest net charge belongs to which entry? C50H44N2OReS3Sb